This record from the OMol25 dataset describes C37H32AuNP2S as an isolated structure at a distorted geometry. The level of theory is ωB97M-V/def2-TZVPD.

Geometry (Å):
C: -2.448901 1.157368 0.265259
C: -1.747480 1.553019 -0.890888
C: -2.086857 1.011551 -2.146860
C: -3.283657 0.323495 -2.301647
C: -4.102886 0.143462 -1.189288
C: -3.692708 0.547023 0.092110
P: -0.059477 2.209143 -0.710188
C: 0.391998 2.970277 -2.289741
C: 1.303494 2.360589 -3.180065
C: 1.442776 2.870462 -4.476302
C: 0.730999 4.008863 -4.872163
C: -0.149494 4.623543 -3.977528
C: -0.312017 4.123058 -2.685787
Au: 1.034608 0.295057 0.074932
P: 0.795201 -1.941501 0.687918
C: -0.287919 -2.613043 -0.629025
C: -1.556192 -3.160030 -0.339302
C: -2.447074 -3.425398 -1.391285
C: -2.019886 -3.298693 -2.720813
C: -0.735357 -2.802540 -3.016831
C: 0.117839 -2.440021 -1.972424
C: 2.261580 -2.975105 0.687857
C: 3.368910 -2.540866 1.448195
C: 4.478475 -3.379719 1.570654
C: 4.501055 -4.627857 0.931213
C: 3.433078 -5.013271 0.112347
C: 2.310863 -4.191477 -0.025021
C: 0.142962 -1.891131 2.403879
C: 0.100813 -0.631314 3.047508
C: -0.545013 -0.480099 4.278904
C: -1.152921 -1.606914 4.869719
C: -1.046347 -2.874222 4.271302
C: -0.378134 -3.045982 3.049283
C: -0.087780 3.476670 0.566556
C: -1.304754 4.097861 0.883824
C: -1.365326 4.992961 1.952062
C: -0.205919 5.291107 2.683677
C: 1.021711 4.710953 2.328876
C: 1.092522 3.810674 1.264733
H: 3.369669 -1.547730 1.904509
H: 5.347968 -3.059127 2.136575
H: 5.378762 -5.274555 0.999974
H: 3.492279 -5.934314 -0.463594
H: 1.495259 -4.498928 -0.684200
H: -1.822669 -3.344235 0.705658
H: -3.489908 -3.694227 -1.165329
H: -2.709621 -3.549033 -3.532788
H: -0.431456 -2.658475 -4.059213
H: 1.085475 -1.973081 -2.180276
H: 0.512683 0.249536 2.515990
H: -0.608621 0.504668 4.751766
H: -1.724965 -1.491160 5.792675
H: -1.529094 -3.738846 4.746498
H: -0.312197 -4.041193 2.575615
H: -2.204205 3.849738 0.317224
H: -2.326086 5.426449 2.232475
H: -0.287791 5.954650 3.551385
H: 1.906767 4.959012 2.919178
H: 2.047588 3.348911 1.011785
H: 1.860100 1.474463 -2.875527
H: 2.103875 2.395508 -5.204616
H: 0.855176 4.432919 -5.875754
H: -0.710914 5.503677 -4.289305
H: -1.015859 4.604253 -2.004709
H: -1.373721 1.077561 -2.973850
H: -3.582721 -0.145298 -3.246273
H: -5.012944 -0.432817 -1.362263
H: -4.282100 0.299029 0.973828
H: -1.988203 1.245906 1.259874
H: -2.647040 -1.848354 1.533592
H: -2.062631 -1.354014 1.718865
S: 5.773292 0.937566 -0.309224
C: 4.253494 0.526089 -0.118206
N: 3.127576 0.157497 0.042010

Cartesian forces (eV/Å) of the 2 atoms listed first:
-0.35 0.08 -0.53
0.73 -1.23 0.00

The HOMO energy (alpha / beta) comes out at -13.928 / -13.742 eV. The charge is +2. As for the max |F|: 0.0467 Eh/bohr. As for the expectation value of S²: 2.033. As for the LUMO energy (alpha / beta): -0.19624 / -0.34836 Ha. The calculation puts the HOMO-LUMO gap (alpha / beta) at 0.3156 / 0.1566 Ha. Its multiplicity is 3.

Atom charges from the Mulliken analysis, given in e for atoms 1 to 8: C -0.17; C 0.18; C -0.56; C -0.83; C -0.42; C -0.99; P 0.38; C 0.44


This record from the OMol25 dataset describes C37H32IrN5O4PSSe as an isolated structure at a distorted geometry. The level of theory is ωB97M-V/def2-TZVPD.

Geometry (Å):
Ir: 0.010901 0.057369 0.251289
C: -2.953765 5.312910 4.677663
C: -2.427298 3.935015 4.373383
C: -1.722877 3.696452 3.197175
C: -1.267934 2.425585 2.884887
C: -1.517734 1.383552 3.765524
C: -2.202190 1.602616 4.949780
C: -2.656780 2.877159 5.248357
S: -0.913295 -0.270126 3.438272
O: -0.501540 -0.815895 4.712956
O: -1.904060 -1.013390 2.720444
N: 0.373270 -0.069307 2.454050
C: 1.566759 0.404960 2.950407
C: 1.788116 0.929702 4.221371
C: 3.069334 1.287590 4.654603
C: 4.172727 1.104755 3.866845
C: 4.004331 0.600339 2.563886
C: 5.088199 0.355676 1.695584
C: 4.854527 -0.105869 0.432037
C: 3.527012 -0.292158 0.017675
N: 2.494001 -0.090427 0.798480
C: 2.702520 0.310308 2.074414
H: -2.264220 6.080302 4.326025
H: -3.116077 5.444352 5.747581
H: -3.909037 5.467656 4.170462
H: -1.519487 4.511456 2.512290
H: -0.720243 2.259271 1.967765
H: -2.358764 0.770484 5.624556
H: -3.191723 3.055967 6.174270
H: 0.961215 1.021029 4.904378
H: 3.187342 1.704511 5.647683
H: 5.171331 1.336563 4.217071
H: 6.097045 0.535437 2.049370
H: 5.667794 -0.307889 -0.252141
H: 3.325708 -0.621293 -0.994283
N: -0.647787 0.974130 -2.072832
C: -0.089099 2.297815 -2.311548
C: 0.447053 2.959108 -1.010041
O: 0.604991 4.174689 -1.035907
O: 0.731068 2.172542 -0.044787
H: -0.524865 0.344168 -2.853895
H: -1.630831 1.025626 -1.836100
H: -0.800717 2.992842 -2.758971
H: 0.771679 2.216543 -2.978150
N: -0.049697 -1.756965 -0.595748
P: 0.507976 -2.744038 -1.642703
C: 1.927865 -3.719068 -1.039758
C: 2.246213 -3.573199 0.306820
C: 3.317786 -4.271939 0.844186
C: 4.070532 -5.112426 0.036782
C: 3.756505 -5.254423 -1.309031
C: 2.687639 -4.557278 -1.850419
C: 1.123164 -2.035638 -3.223074
C: 1.583036 -0.721309 -3.181434
C: 2.100353 -0.120335 -4.319787
C: 2.141759 -0.827286 -5.513528
C: 1.666239 -2.130087 -5.565808
C: 1.159988 -2.736028 -4.425050
C: -0.741001 -3.958884 -2.163032
C: -0.640530 -5.328172 -1.947712
C: -1.701332 -6.158779 -2.281240
C: -2.864441 -5.626861 -2.816593
C: -2.978533 -4.255738 -3.010146
C: -1.922958 -3.425625 -2.678581
H: 1.640638 -2.903926 0.908870
H: 3.566464 -4.157654 1.891630
H: 4.907590 -5.658345 0.454220
H: 4.351792 -5.905098 -1.937945
H: 2.446450 -4.669418 -2.900757
H: 1.491456 -0.171932 -2.252670
H: 2.467551 0.897555 -4.273737
H: 2.529588 -0.357140 -6.408623
H: 1.686342 -2.674443 -6.501995
H: 0.776217 -3.748839 -4.477144
H: 0.262494 -5.745466 -1.520133
H: -1.623818 -7.226093 -2.114775
H: -3.690302 -6.279203 -3.070699
H: -3.896396 -3.838462 -3.403522
H: -2.005088 -2.350464 -2.790525
Se: -4.849542 0.056713 0.371231
C: -3.154101 0.471384 0.373386
N: -2.028188 0.796949 0.318102

Cartesian forces (eV/Å) of the 2 atoms listed first:
0.41 -0.92 -0.87
-0.01 -0.10 -0.05

The HOMO energy (alpha / beta) comes out at -4.499 / -4.746 eV. For the energy relative to the best compared isomer or geometry (same formula, charge and spin), the calculation gives 0.00 kcal/mol. The charge is -1. As for the max |F|: 0.0260 Eh/bohr. As for the expectation value of S²: 6.012. As for the LUMO energy (alpha / beta): 0.07961 / 0.05929 Ha. The calculation puts the HOMO-LUMO gap (alpha / beta) at 0.2449 / 0.2337 Ha. Its multiplicity is 5.

Atom charges from the natural (NBO) analysis, given in e for atoms 1 to 8: Ir 1.61; C -0.63; C -0.02; C -0.23; C -0.12; C -0.27; C -0.21; C -0.22


This record from the OMol25 dataset describes a 2-piece molecular cluster, C37H32N2P overall at a distorted geometry. The level of theory is ωB97M-V/def2-TZVPD.

Geometry (Å):
C: -1.640006 -3.307383 3.327224
C: -2.175769 -2.181755 2.679738
C: -1.332918 -1.299375 2.004936
C: 0.062135 -1.517420 2.014940
P: 1.102844 -0.145558 1.418433
C: 1.262385 0.866046 2.932539
C: 1.988457 2.070153 2.804094
C: 2.364156 2.778849 3.945260
C: 1.992870 2.309871 5.215339
C: 1.170050 1.184636 5.335394
C: 0.779471 0.473574 4.191183
C: 2.747502 -0.943768 1.376625
C: 3.052842 -1.693532 0.218389
C: 4.182514 -2.512340 0.203012
C: 5.030736 -2.561849 1.321631
C: 4.797905 -1.725481 2.417412
C: 3.665929 -0.897581 2.438105
C: 0.578142 -2.710956 2.544947
C: -0.275046 -3.595013 3.221986
H: -2.295216 -3.966411 3.903869
H: -3.250395 -1.984291 2.710230
H: -1.729643 -0.419750 1.491778
H: 2.278677 2.412722 1.806561
H: 2.959848 3.690522 3.845382
H: 2.337938 2.832987 6.111524
H: 0.829634 0.841133 6.316720
H: 0.133514 -0.401078 4.287984
H: 2.379493 -1.640649 -0.642075
H: 4.396505 -3.122715 -0.677931
H: 5.882581 -3.247795 1.329195
H: 5.483115 -1.709472 3.270101
H: 3.494417 -0.239782 3.292930
H: 1.642666 -2.941689 2.459983
H: 0.145236 -4.499791 3.669447
C: -3.124216 4.194286 1.094340
N: -2.687504 3.123281 0.219198
C: -1.505870 2.470068 0.329850
C: -1.376197 1.525878 -0.724430
C: -0.256372 0.719458 -0.997349
C: -0.182510 -0.213142 -2.072020
C: -1.092011 -1.243685 -2.411332
N: -0.713537 -1.826171 -3.578996
C: -1.484284 -2.845028 -4.264812
C: 0.467407 -1.238824 -4.047258
C: 0.814351 -0.203722 -3.147421
C: 1.791299 0.713135 -3.530009
C: 2.375156 0.589235 -4.803503
C: 2.035589 -0.465198 -5.668126
C: 1.090601 -1.426154 -5.273552
C: -2.601031 1.656904 -1.517259
C: -3.413351 2.608523 -0.861631
C: -4.712380 2.901063 -1.256013
C: -5.178944 2.295419 -2.439878
C: -4.326136 1.462593 -3.190733
C: -3.026726 1.163225 -2.744322
H: -4.182266 4.403242 0.913873
H: -2.980374 3.897955 2.138538
H: -2.544656 5.111621 0.922399
H: -0.799197 2.702110 1.123664
H: 0.661708 0.961844 -0.431241
H: -1.975312 -1.577547 -1.873547
H: -0.929758 -3.181236 -5.142302
H: -1.662597 -3.691612 -3.593713
H: -2.460640 -2.452529 -4.577075
H: 2.068419 1.502313 -2.829220
H: 3.115654 1.322009 -5.124672
H: 2.509514 -0.521663 -6.648057
H: 0.812393 -2.267107 -5.902581
H: -5.317704 3.565881 -0.644269
H: -6.197557 2.483724 -2.782919
H: -4.695088 1.028790 -4.113450
H: -2.358443 0.556000 -3.337060

Cartesian forces (eV/Å) of the 2 atoms listed first:
0.03 0.12 -0.14
0.11 -0.11 0.04

The HOMO energy comes out at -10.258 eV. The charge is +1. As for the max |F|: 0.0301 Eh/bohr. As for the LUMO energy: -0.15210 Ha. The calculation puts the HOMO-LUMO gap at 0.2249 Ha. Its multiplicity is 1.

Atom charges from the Mulliken analysis, given in e for atoms 1 to 8: C -0.59; C -0.58; C -0.44; C 0.20; P 1.55; C -0.07; C -0.36; C -0.63


This record from the OMol25 dataset describes a 3-piece molecular cluster, C37H32NO7S overall at a distorted geometry. The level of theory is ωB97M-V/def2-TZVPD.

Geometry (Å):
C: -0.745791 -1.402667 -2.287340
C: 0.140446 -0.327995 -2.600749
C: 0.750275 1.187469 -2.960298
C: -0.246375 1.934908 -4.075840
C: -1.781634 1.581477 -3.602476
C: -2.908211 2.687866 -4.130461
O: -2.788039 3.811158 -3.142378
C: -3.864975 3.717101 -2.109316
N: -5.000576 3.105688 -2.921722
C: -4.310286 1.945744 -3.604555
C: -5.132058 0.990680 -4.653326
S: -5.927947 -0.398566 -3.621704
O: -4.837411 -1.340901 -2.978757
O: -6.788486 0.185846 -2.471934
H: -1.656890 -2.129898 -2.029664
H: 0.690681 1.831023 -1.979708
H: 1.828857 1.065214 -3.399719
H: -0.033289 3.080327 -4.184728
H: -0.082006 1.406353 -5.133251
H: -2.071190 0.563787 -4.128941
H: -1.922989 1.542234 -2.423069
H: -2.870581 2.972032 -5.278889
H: -3.477744 2.898599 -1.347946
H: -4.218733 4.705478 -1.584624
H: -5.169082 3.846310 -3.638732
H: -5.789881 2.770010 -2.322979
H: -4.082234 1.228923 -2.686045
H: -5.910172 1.551858 -5.331280
H: -4.398163 0.425589 -5.405569
H: -6.748176 -1.249850 -4.393589
C: 2.640619 -6.291254 4.604830
C: 3.237038 -6.574200 3.376322
C: 2.557314 -6.295647 2.189456
C: 1.271375 -5.743292 2.231132
C: 0.665391 -5.483281 3.459672
C: 1.356249 -5.747120 4.649551
C: -0.709859 -4.947024 3.516165
O: -1.241562 -4.715012 4.594908
C: -1.437696 -4.702888 2.254924
C: -2.762673 -4.249364 2.294871
C: -3.453890 -4.003205 1.106619
C: -2.822854 -4.199613 -0.121426
C: -1.504868 -4.656693 -0.164232
C: -0.814401 -4.918093 1.026675
C: 0.567134 -5.435356 0.970513
O: 1.120906 -5.612661 -0.108418
H: 3.173962 -6.499771 5.529703
H: 4.233021 -7.010092 3.341723
H: 3.031262 -6.514360 1.233980
H: 0.894854 -5.534018 5.612225
H: -3.261623 -4.090434 3.249542
H: -4.484365 -3.656095 1.139901
H: -3.358646 -4.001030 -1.047119
H: -1.020355 -4.812396 -1.126722
C: 5.423975 6.271590 0.133317
C: 5.487425 6.725138 1.450615
C: 5.009649 5.923801 2.488815
C: 4.455172 4.669197 2.207754
C: 4.369352 4.226280 0.888440
C: 4.865544 5.024476 -0.150495
C: 3.741435 2.926271 0.575752
O: 3.668858 2.534881 -0.582596
C: 3.194798 2.109422 1.677580
C: 2.545233 0.901842 1.390075
C: 2.037115 0.116681 2.427213
C: 2.183987 0.529212 3.751269
C: 2.825675 1.734444 4.040227
C: 3.323375 2.530703 3.000227
C: 3.968684 3.820869 3.313923
O: 4.094062 4.186393 4.477050
H: 5.804696 6.892142 -0.674947
H: 5.911099 7.702544 1.670521
H: 5.067215 6.282225 3.515272
H: 4.814348 4.679393 -1.181677
H: 2.429177 0.570974 0.359219
H: 1.528474 -0.818072 2.201397
H: 1.794685 -0.085716 4.559801
H: 2.932299 2.052411 5.076041

Cartesian forces (eV/Å) of the 2 atoms listed first:
5.33 8.13 -2.20
-6.93 -6.28 2.06

The HOMO energy comes out at -11.040 eV. The charge is +1. As for the max |F|: 0.1938 Eh/bohr. As for the LUMO energy: -0.12118 Ha. The calculation puts the HOMO-LUMO gap at 0.2846 Ha. Its multiplicity is 1.

Atom charges from the Mulliken analysis, given in e for atoms 1 to 8: C 0.00; C -0.34; C -0.44; C -0.50; C -0.50; C 0.00; O -0.39; C -0.20